Entry 1:
Below is a structure of composition C9H10CoN2Se in a non-equilibrium geometry, with properties calculated with the ωB97M-V functional and the def2-TZVPD basis.

Multiplicity ... 5
Kohn-Sham gap (spin up / spin down) ... 6.66 / 7.01 eV
E_HOMO (spin up / spin down) ... -3.517 / -4.378 eV
Strongest force on any atom ... 0.1129 hartree/bohr
Net charge ... -1
Relative energy (zero: lowest compared OMol25 entry of this formula, charge and spin) ... 19.4 kcal/mol

```
23
Properties=species:S:1:pos:R:3:forces:R:3:mulliken_spin:R:1
C 0.1800 -1.5303 -2.0761 -0.061 -0.182 0.347 0.102
C -1.0848 -1.3214 -1.4559 0.101 -0.929 0.611 0.036
C -1.0046 -1.8389 -0.1010 0.425 -0.785 -1.040 0.006
C 0.3575 -2.2897 0.0949 -0.782 -0.131 -0.611 0.078
C 1.0621 -2.1051 -1.1235 -0.633 -0.217 0.028 0.052
Co -0.1708 0.0913 0.0957 0.154 -1.324 -1.344 2.873
C -1.0300 1.6908 -0.7499 -0.925 0.301 -0.380 0.418
C 0.2901 1.9264 -1.3270 3.186 -0.358 0.676 -0.104
C 0.6973 2.6549 -2.3955 -0.479 -0.680 0.820 0.061
N 1.3076 1.0561 -0.4171 -1.649 2.711 -3.143 0.379
H -1.8558 -2.0193 0.5568 0.411 0.273 -0.107 0.001
H -2.0040 -0.9749 -1.9301 0.432 -0.050 0.140 -0.010
H 0.7321 -2.7625 1.0037 -0.060 0.309 -0.303 0.002
H 2.0900 -2.4128 -1.3138 -0.254 0.279 0.120 0.006
H 0.4058 -1.3358 -3.1248 0.017 0.197 0.422 0.005
H -1.8449 1.4442 -1.4414 0.224 0.533 0.136 -0.015
H 2.0382 0.7297 -1.0490 0.088 0.133 0.271 0.005
H -1.3100 2.3573 0.0764 0.046 -0.154 -0.272 -0.008
H -0.0416 3.1998 -2.9899 0.318 -0.133 0.180 -0.005
H 1.7537 2.7152 -2.6487 -0.216 -0.031 -0.108 0.001
Se -0.0392 0.2297 4.7723 0.054 0.002 0.940 0.073
C -0.2105 0.2466 3.0409 -0.278 0.026 -3.185 0.069
N -0.3180 0.2486 1.8541 -0.119 0.211 5.802 -0.026
```
Positions in Å, forces in eV/Å.

---

Entry 2:
Below is a cluster of 13 separate species, C56H92N4O9 in total in a non-equilibrium geometry, with properties calculated with the ωB97M-V functional and the def2-TZVPD basis.

Kohn-Sham gap ... 9.49 eV
E_HOMO ... -8.837 eV
Strongest force on any atom ... 0.0791 hartree/bohr

```
161
Properties=species:S:1:pos:R:3:forces:R:3:lowdin_charge:R:1
C -39.3869 6.5944 -4.7354 0.001 -0.996 0.048 -0.161
C -38.1856 7.3912 -5.2312 0.653 0.418 -0.547 -0.150
C -38.7449 8.6803 -5.8249 -1.885 -1.489 -0.412 -0.190
O -39.9399 8.8846 -5.0534 0.309 1.304 0.421 -0.167
C -40.4584 7.6547 -4.5890 -1.036 0.051 -0.264 -0.210
H -39.2037 6.0134 -3.8280 0.307 0.595 0.302 0.108
H -39.7372 5.7761 -5.3714 0.175 0.450 -0.630 0.108
H -37.5918 6.9647 -6.0441 0.224 -0.531 0.555 0.112
H -37.5925 7.6499 -4.3523 0.397 -0.054 -0.237 0.114
H -39.1440 8.5289 -6.8386 0.545 -0.294 -0.205 0.122
H -38.0519 9.5144 -5.9286 -0.243 0.185 0.766 0.088
H -41.3321 7.3596 -5.1837 0.045 0.177 -0.244 0.115
H -40.8806 7.8053 -3.5930 0.464 0.042 0.221 0.117
C -36.2312 16.6011 -10.0521 0.569 -1.625 -0.654 -0.134
C -34.9791 17.2847 -10.5796 -0.361 1.961 0.242 -0.175
C -33.7814 16.5110 -10.0449 -0.928 -0.320 -1.008 -0.191
O -34.3257 15.3139 -9.5004 0.115 -0.271 0.595 -0.161
C -35.6803 15.1567 -9.9173 -0.207 0.110 0.566 -0.196
H -37.0145 16.6086 -10.8080 -0.277 0.234 0.276 0.110
H -36.5865 16.9208 -9.0762 0.008 0.274 -0.079 0.091
H -34.8756 18.3125 -10.2118 -0.300 -0.007 -0.029 0.107
H -35.0590 17.4138 -11.6599 0.341 -0.483 -0.060 0.109
H -33.2983 17.1207 -9.2842 0.424 -0.522 0.107 0.105
H -33.1470 16.2495 -10.8976 0.507 0.114 0.366 0.119
H -36.2175 14.5891 -9.1526 0.147 0.024 0.159 0.098
H -35.7214 14.5306 -10.8155 -0.035 0.398 -0.336 0.119
C -28.6123 14.2122 -9.6186 1.345 -1.028 -1.181 -0.154
C -30.0060 14.7881 -9.8558 0.046 -0.522 -0.054 -0.097
C -30.8861 13.9908 -8.9084 -1.685 3.451 1.203 -0.238
O -30.0150 13.5810 -7.8530 -0.461 1.506 2.244 -0.168
C -28.6340 13.5746 -8.2246 -0.329 1.127 -0.548 -0.157
H -27.7654 14.8838 -9.7749 -0.367 0.522 0.428 0.113
H -28.3253 13.4182 -10.3217 -0.518 0.198 -0.019 0.087
H -30.3962 14.5918 -10.8554 0.337 0.549 -0.224 0.125
H -29.9594 15.8410 -9.5822 -0.516 0.054 -0.223 0.111
H -31.3828 13.1173 -9.3479 -0.495 2.114 0.106 0.084
H -31.6543 14.6056 -8.4423 0.083 0.255 -0.056 0.105
H -28.4310 12.5049 -8.2737 1.309 0.274 0.421 0.120
H -28.0295 14.2283 -7.5948 -0.147 -0.694 0.700 0.129
C -38.8137 10.6080 -2.9397 0.141 -0.604 -0.845 -0.155
C -37.8893 11.4381 -2.0826 0.662 1.146 0.407 -0.154
C -38.5636 12.8156 -2.0344 0.017 0.118 0.175 -0.194
O -39.9469 12.5478 -2.2416 0.312 0.797 0.176 -0.131
C -40.0399 11.4949 -3.1767 -0.473 0.049 -0.338 -0.196
H -38.9921 9.6062 -2.5512 -0.348 0.181 0.251 0.112
H -38.3523 10.4302 -3.9117 0.024 -0.041 0.130 0.066
H -36.9312 11.6204 -2.5647 0.109 -0.479 0.100 0.065
H -37.7003 11.0652 -1.0765 -0.175 -0.218 -0.058 0.112
H -38.0821 13.4821 -2.7669 -0.567 -0.179 -0.644 0.108
H -38.4307 13.4063 -1.1266 -0.281 -0.488 0.372 0.119
H -40.0416 11.8842 -4.2065 0.286 0.113 0.074 0.114
H -41.0359 11.0594 -3.0754 0.248 -0.343 0.306 0.122
C -30.2508 17.3158 -5.5595 0.128 0.132 -0.781 -0.136
C -30.9370 16.0824 -4.9525 -0.626 -0.579 -0.207 -0.120
C -32.0706 15.6842 -5.9446 0.458 0.989 0.660 -0.180
O -31.7645 16.3824 -7.1463 -0.384 -0.699 -0.161 -0.174
C -31.0014 17.5359 -6.8774 -0.147 0.257 -0.610 -0.209
H -29.2074 17.1323 -5.8191 0.002 -0.289 0.187 0.103
H -30.2252 18.2589 -5.0137 -0.346 -0.318 0.548 0.107
H -31.3569 16.2541 -3.9629 0.177 -0.068 0.093 0.105
H -30.3234 15.1822 -4.9510 0.597 0.406 0.440 0.095
H -33.0405 15.9635 -5.5183 -0.101 0.192 -0.368 0.082
H -32.0999 14.6105 -6.1211 0.119 -0.003 -0.276 0.094
H -31.6832 18.3942 -6.9311 0.139 0.171 0.554 0.114
H -30.3006 17.6762 -7.7061 -0.055 -0.106 -0.046 0.111
C -29.9950 10.7555 -5.6592 -0.653 -0.237 -0.401 -0.141
C -31.0690 11.8222 -5.4801 0.278 0.295 -0.116 -0.171
C -32.0156 11.1250 -4.4900 0.158 0.870 -1.655 -0.189
O -31.9773 9.7634 -4.9076 0.210 -0.343 0.397 -0.150
C -30.9146 9.5623 -5.8602 0.055 -0.052 0.848 -0.193
H -29.4452 10.5651 -4.7355 0.258 0.341 -0.082 0.120
H -29.3370 10.9164 -6.5111 0.131 0.056 0.071 0.107
H -31.6046 11.9508 -6.4238 0.082 -0.148 0.250 0.058
H -30.6899 12.8280 -5.2923 -0.033 -0.135 0.701 0.100
H -33.0167 11.4726 -4.7476 -0.132 0.140 0.867 0.083
H -31.6990 11.2996 -3.4595 -0.306 -0.335 0.117 0.122
H -31.3524 9.5416 -6.8608 0.223 -0.245 -0.067 0.094
H -30.4191 8.6350 -5.5680 -0.150 -0.187 -0.438 0.121
C -34.8721 18.1311 -5.0597 -0.079 -0.521 -0.618 -0.141
C -35.4167 17.7031 -6.4441 -0.094 0.798 -0.001 -0.156
C -36.6470 16.8847 -6.0900 0.524 -0.075 0.624 -0.210
O -36.2021 16.1658 -4.9373 -0.589 -0.734 0.093 -0.167
C -35.2494 16.9147 -4.2049 -0.053 0.576 0.085 -0.201
H -35.3583 19.0575 -4.7568 -0.037 -0.096 0.262 0.109
H -33.7920 18.2698 -5.0132 0.005 0.196 -0.286 0.099
H -34.6710 17.0925 -6.9572 -0.129 -0.070 -0.178 0.096
H -35.6976 18.5609 -7.0603 0.280 -0.029 -0.102 0.113
H -36.9760 16.1827 -6.8541 0.190 -0.171 0.061 0.079
H -37.5367 17.4583 -5.8036 0.164 0.414 -0.178 0.123
H -34.4020 16.2513 -4.0289 0.042 0.128 0.212 0.084
H -35.6412 17.2740 -3.2486 -0.149 -0.392 0.087 0.120
C -37.1950 11.1435 -9.9550 1.743 1.631 0.212 -0.146
C -37.4701 10.6883 -8.5177 -0.632 -1.007 -1.908 -0.159
C -38.6990 11.4822 -8.1775 0.014 1.423 1.117 -0.202
O -39.3737 11.8327 -9.3878 -0.687 -1.056 -0.516 -0.137
C -38.4187 11.9349 -10.4431 0.887 -0.139 0.815 -0.182
H -36.7287 10.3797 -10.5761 -0.660 -0.170 -0.242 0.106
H -36.4053 11.9046 -9.8787 0.173 -0.164 -0.067 0.096
H -36.5575 10.7728 -7.9385 -0.623 -0.051 0.107 0.072
H -37.7766 9.6447 -8.6449 0.223 -0.147 0.642 0.111
H -38.4816 12.4290 -7.6584 0.483 -0.029 -0.116 0.095
H -39.3583 10.9898 -7.4594 -0.386 -0.309 -0.536 0.115
H -38.1624 12.9984 -10.4948 0.149 0.031 -0.340 0.095
H -38.6968 11.6027 -11.4435 -0.956 -0.093 0.306 0.116
C -33.8110 6.8547 -8.6591 0.904 -0.378 -0.114 -0.161
C -33.8567 6.6046 -7.1617 0.361 0.518 0.259 -0.164
C -34.2931 7.9629 -6.6680 -1.166 -0.772 -0.575 -0.207
O -35.2435 8.4201 -7.6628 -0.093 -0.218 -0.128 -0.205
C -35.0224 7.7519 -8.9210 0.070 -0.550 0.849 -0.172
H -33.7788 5.8731 -9.1336 -0.221 0.338 -0.619 0.113
H -32.8960 7.3997 -8.9018 0.025 -0.110 -0.140 0.099
H -32.9192 6.3751 -6.6503 0.171 -0.301 -0.487 0.119
H -34.5592 5.7940 -6.9603 -0.207 0.236 0.289 0.114
H -33.4774 8.6831 -6.6192 0.060 -0.091 0.350 0.094
H -34.8385 7.8280 -5.7331 0.170 0.554 0.198 0.122
H -34.8805 8.5036 -9.6963 0.121 -0.072 -0.079 0.108
H -35.9026 7.1437 -9.1491 -0.093 0.131 -0.082 0.116
N -34.1115 11.3670 -7.0193 -0.624 0.350 0.353 0.120
C -35.1358 10.8991 -6.2906 -0.096 -0.556 -0.066 -0.165
C -36.1619 11.6771 -5.7989 -0.118 1.076 0.472 -0.087
C -36.1005 13.0554 -5.9435 0.266 0.213 -0.526 -0.042
C -35.0541 13.5958 -6.7060 -1.195 -1.016 1.294 -0.036
C -34.1319 12.6887 -7.2081 0.034 1.249 -1.004 -0.139
H -35.2666 9.8245 -6.2171 0.398 0.546 0.181 0.079
H -37.0595 11.2647 -5.3540 0.265 -0.284 0.158 0.087
H -36.8926 13.6928 -5.5720 0.044 0.047 0.050 0.089
H -35.0561 14.6618 -6.8774 0.433 -0.022 -0.284 0.088
H -33.4869 13.1731 -7.9410 0.680 -0.665 0.130 0.099
N -31.5986 9.8231 -10.9987 0.165 -0.829 -0.881 0.053
C -30.5927 10.5096 -11.5532 -0.639 0.142 0.915 -0.138
C -29.9165 11.4976 -10.8471 -0.528 -0.207 -0.559 -0.037
C -30.3501 11.8519 -9.5690 1.093 -2.318 -1.267 -0.137
C -31.4503 11.1992 -9.0139 1.450 -1.949 -1.330 -0.044
C -31.9402 10.1123 -9.7677 -0.819 2.155 2.288 -0.147
H -30.3888 10.3009 -12.5941 0.168 -0.100 -0.047 0.099
H -29.1875 12.0646 -11.4123 0.258 -0.033 0.333 0.092
H -29.9335 12.6796 -9.0073 0.465 -3.752 -1.505 -0.005
H -31.8228 11.4207 -8.0232 -0.182 -0.041 -0.385 0.066
H -32.7813 9.6943 -9.2144 -0.134 -0.968 -0.837 0.087
N -33.1913 14.3261 -1.6995 0.066 0.139 0.487 0.060
C -33.2745 13.8605 -0.4502 -0.542 -0.961 -0.400 -0.147
C -33.8439 12.6149 -0.1761 0.137 0.616 0.081 -0.073
C -34.4764 11.9319 -1.1943 -0.151 -0.714 -0.175 -0.082
C -34.4999 12.4486 -2.4809 0.762 0.723 0.239 -0.072
C -33.7598 13.6121 -2.6764 -0.221 0.475 0.190 -0.149
H -32.9361 14.4383 0.3997 0.396 0.358 -0.310 0.099
H -33.8111 12.2343 0.8362 -0.097 -0.083 -0.034 0.100
H -34.9149 10.9632 -0.9867 -0.187 0.060 -0.009 0.108
H -35.0174 12.0124 -3.3214 0.084 -0.259 0.064 0.077
H -33.6528 14.0712 -3.6532 -0.114 -0.248 -0.211 0.090
N -39.0423 14.9284 -7.0037 -0.612 -0.627 0.189 0.060
C -39.6162 15.1534 -5.8148 0.045 -0.458 -0.053 -0.146
C -40.9821 15.2922 -5.6503 -0.658 -0.041 0.314 -0.066
C -41.8238 15.1900 -6.7446 0.259 0.441 -0.278 -0.074
C -41.2408 15.0176 -7.9829 0.134 -0.357 -0.362 -0.059
C -39.8712 14.7973 -8.0459 0.582 0.860 0.004 -0.142
H -38.9707 15.0845 -4.9448 0.140 0.480 -0.026 0.100
H -41.4497 15.4875 -4.6933 0.387 -0.175 0.203 0.106
H -42.8969 15.2828 -6.6456 0.010 0.099 0.056 0.107
H -41.8088 15.0597 -8.9029 -0.103 -0.330 0.061 0.106
H -39.3715 14.5757 -8.9824 -0.203 0.025 -0.114 0.097
```
Positions in Å, forces in eV/Å.

---

- What is the formula in the first record?
  C9H10CoN2Se

---

- What is the formula in the second record?
  C56H92N4O9

---

- Which formula does entry 1 have?
  C9H10CoN2Se